# C20H50F6K3N3O22S6

A molecular structure, C20H50F6K3N3O22S6 (wB97M-V/def2-TZVPD, the Open Molecules 2025 dataset).

```
110
Properties=species:S:1:pos:R:3:forces:R:3:mulliken_charge:R:1
K -3.99589 -2.48260 2.66862 -0.1808 0.3979 0.9552 0.902
K -1.31591 -3.53476 0.43659 0.6499 -0.0427 -0.2674 0.776
K -3.76391 3.06479 2.62489 0.6514 -0.0054 -0.1267 0.969
N -2.50742 -1.06868 0.94698 2.8579 1.0144 1.3687 -0.325
S -1.24938 -0.28083 1.78784 2.2795 0.1206 1.3648 0.945
O -1.72014 0.52218 2.86151 -0.6726 -0.5439 -0.2779 -0.422
O -0.11647 0.18960 1.05391 -1.3611 -0.6664 -0.6160 -0.153
F -0.63427 -1.59923 2.44006 -0.8136 -0.5336 0.2112 -0.310
S -2.83019 0.06375 -0.08460 -2.9895 2.2652 -4.4575 0.797
O -2.07200 0.19463 -1.30324 0.0447 -0.5907 1.8138 -0.447
O -3.36703 1.28090 0.47740 0.7828 -0.6109 0.5215 -0.584
F -4.16155 -0.62436 -0.61986 -0.3023 -0.5608 0.1029 -0.329
N -3.39595 -0.09472 7.50780 1.7945 -0.8094 -3.5529 -0.365
S -2.49770 -0.47051 6.10094 -1.4152 3.5090 0.3014 0.824
O -3.24488 -1.24294 5.13798 -0.0758 -0.7914 -0.3116 -0.489
O -1.07761 -0.59757 6.12617 -0.6299 -0.5360 0.2874 -0.426
F -2.70841 1.01321 5.52857 0.0128 -0.1025 -0.1561 -0.228
S -3.06580 -1.36020 8.36337 -0.2765 -0.3530 3.0731 1.121
O -1.69934 -1.36824 8.77951 -0.2175 -0.7214 0.2124 -0.573
O -3.70287 -2.56983 7.93715 0.2065 -0.0913 0.0218 -0.602
F -3.89470 -0.89452 9.66110 0.3137 -0.3579 -0.6213 -0.269
N -1.60758 4.73850 1.60872 0.9625 2.1682 0.8676 -0.116
S -1.17253 6.27707 2.01835 -2.5004 2.6484 1.0197 0.961
O -1.80395 7.21240 1.13631 0.4134 -0.6410 -0.0054 -0.595
O 0.11550 6.61656 2.55736 -0.7499 -1.2313 -0.6886 -0.531
F -2.12632 6.33430 3.32158 0.1443 -0.0476 -0.1048 -0.302
S -0.19646 4.08415 1.54065 2.6397 -4.6831 -0.9366 0.834
O 0.36136 3.52214 2.75251 -0.5773 1.2211 -0.7984 -0.507
O 0.67919 4.63033 0.53518 -0.3899 -0.1127 0.9231 -0.568
F -0.73281 2.71340 0.84569 -0.1409 0.5598 -0.0982 -0.062
C -0.95906 5.71335 -2.01229 -0.0800 -0.8192 1.2783 -0.509
O -1.60126 4.63560 -2.66859 0.0945 -0.3118 -0.6081 0.002
C -1.92096 4.96344 -4.00712 -0.2670 -0.5181 -0.1763 -0.433
C -2.37412 3.78544 -4.87165 -0.2226 -0.0042 0.0662 -0.566
O -3.58218 3.18783 -4.46614 -0.0642 -0.0852 0.4571 -0.469
C -3.45478 2.40992 -3.27980 0.5767 -0.0555 -0.1298 0.095
H 0.01863 5.90314 -2.45921 -0.1114 0.4357 -0.1377 0.361
H -0.78942 5.35122 -0.99544 0.1989 0.0667 -0.3009 -0.221
H -1.60022 6.58561 -1.85541 0.0699 0.1916 -0.6826 0.379
H -1.03609 5.32270 -4.55065 -0.0681 0.5983 0.2438 0.333
H -2.74601 5.68073 -3.93189 0.2130 0.3239 -0.6004 0.324
H -1.58997 3.02832 -5.01106 0.1095 0.0121 0.4295 0.286
H -2.57359 4.14277 -5.88542 0.0450 0.3547 0.1111 0.361
H -3.97558 2.84496 -2.42696 -0.3876 0.0297 -0.1677 0.223
H -2.41731 2.35444 -2.94584 0.0402 -0.0826 -0.1700 -0.283
H -3.79326 1.40274 -3.51641 -0.2405 -0.0996 0.2378 0.192
C 2.54254 -0.04286 5.23350 0.1315 0.0844 0.7279 -0.670
O 3.35385 0.03973 4.08657 -0.1927 0.1806 -0.5826 -0.479
C 2.72872 0.77013 3.06014 -0.7718 0.8972 -0.7733 0.254
C 3.69269 1.16857 1.92931 -0.0161 -1.2702 0.8040 -0.294
O 4.80377 1.72335 2.55819 0.7762 0.2517 0.3316 -0.432
C 5.95884 1.83500 1.74748 -1.0284 0.1572 -0.1110 -0.704
H 3.10684 -0.67729 5.91554 -0.2423 -0.0121 0.1636 0.340
H 1.52726 -0.43752 5.10585 0.1469 -0.3225 -0.5009 0.206
H 2.37553 0.92973 5.71127 0.2989 0.1280 -0.1278 0.319
H 2.24613 1.69186 3.40158 0.1545 0.0043 0.5091 0.542
H 1.90816 0.17841 2.63761 -0.0399 -0.0922 -0.1780 -0.309
H 3.27714 1.86854 1.19442 -0.3819 -0.0495 0.2201 0.253
H 3.91010 0.21625 1.40946 0.5202 0.2124 -0.1751 0.149
H 5.65100 2.35391 0.82958 0.4298 -0.1611 -0.2241 0.241
H 6.36055 0.83805 1.54342 0.1421 0.0739 -0.2056 0.285
H 6.68961 2.45338 2.26208 -0.0067 -0.1031 0.1236 0.277
C 0.75408 2.00453 -2.47016 0.9449 0.7267 0.3871 -0.247
O 2.02141 1.44231 -2.80285 -0.3195 -0.8853 -0.1361 -0.387
C 2.99650 1.56940 -1.79123 0.0496 0.6032 -0.8937 0.393
C 4.24598 0.79886 -2.18321 0.1749 -0.7733 0.4274 -0.680
O 4.00383 -0.57596 -2.46596 -0.4867 0.0645 0.4055 -0.301
C 3.57501 -0.87785 -3.76300 0.2639 -0.4403 -0.8498 -0.681
H 0.77896 3.04789 -2.79536 -0.4685 0.0128 -0.0842 0.328
H 0.62963 2.02791 -1.38396 -0.2783 -0.1967 -0.0082 0.031
H -0.04526 1.44392 -2.94521 0.0252 -0.0227 -0.0841 0.007
H 2.60989 1.23618 -0.82506 -0.0368 -0.1398 0.0154 -0.330
H 3.24723 2.63733 -1.73292 0.2201 -0.0038 0.4649 0.371
H 4.89013 0.73640 -1.30138 0.0523 0.3815 -0.0246 0.175
H 4.84064 1.22225 -2.99894 -0.3276 0.3099 -0.0611 0.373
H 2.68859 -0.35512 -4.12777 -0.0034 0.1675 0.4217 0.232
H 3.37231 -1.95310 -3.77763 0.0296 0.0581 -0.0355 0.267
H 4.37711 -0.70464 -4.49631 0.0069 0.0601 0.0877 0.330
C 0.02812 -2.17736 -2.37540 0.4210 0.5541 0.5738 -0.538
O 0.45560 -3.09477 -1.36712 0.0320 -0.6587 -0.1571 0.204
C 1.88100 -3.27714 -1.23625 -0.8165 -0.1955 0.6237 -0.431
C 2.29525 -2.77882 0.14305 0.2190 1.0531 -1.1673 0.285
O 1.63221 -3.53890 1.13564 0.4682 -0.0361 -0.2685 -0.192
C 2.30355 -3.43966 2.38391 -0.5008 0.1847 0.8514 -0.891
H -0.98846 -2.45581 -2.64534 -0.0309 0.1768 -0.0754 0.061
H 0.67880 -2.16358 -3.25302 -0.0339 -0.3504 -0.0165 0.310
H 0.08160 -1.17917 -1.93188 -0.3367 0.1407 -0.3004 0.176
H 2.32038 -2.76380 -2.08818 0.6205 -0.0044 0.3730 -0.341
H 2.06361 -4.35508 -1.25505 0.0806 0.0055 -0.3387 0.231
H 2.03704 -1.71008 0.17307 -0.3022 -0.0498 0.4128 -0.172
H 3.38351 -2.76800 0.25739 0.0302 -0.5227 0.0304 0.485
H 2.40160 -2.39752 2.70493 -0.1080 0.0252 -0.0360 0.290
H 3.30279 -3.87972 2.44316 -0.0357 -0.1564 -0.6069 0.352
H 1.67340 -3.97138 3.09769 0.0711 0.0995 0.0902 0.292
C -0.02383 -7.19932 -2.56052 -0.1812 -1.4566 -0.4628 -0.651
O -1.40243 -6.88793 -2.65886 0.2176 0.2133 0.3845 -0.425
C -1.62081 -5.51692 -2.68802 -1.1201 1.0676 0.2274 0.048
C -3.10829 -5.17019 -2.59351 0.2929 -0.4095 -1.5899 -0.625
O -3.17689 -3.76701 -2.43591 -0.0259 -0.0785 0.5007 -0.010
C -4.44560 -3.23268 -2.78414 -0.0503 0.2229 0.4310 -0.701
H 0.55163 -6.85093 -3.42093 0.0487 0.6608 0.2380 0.303
H 0.04335 -8.28580 -2.66291 -0.1436 0.0090 0.1988 0.301
H 0.39981 -6.96166 -1.58462 0.0968 0.4934 -0.0819 0.234
H -1.26661 -5.05793 -3.61706 0.3631 -0.0090 0.1039 0.278
H -1.22901 -4.93622 -1.84097 0.9108 -0.4670 -0.0498 -0.143
H -3.61410 -5.75372 -1.81609 -0.0889 0.1853 0.0728 0.331
H -3.53370 -5.38788 -3.58169 -0.3896 -0.3862 0.2986 0.353
H -4.36614 -2.15489 -2.66568 -0.0458 0.0015 -0.0904 0.068
H -5.21940 -3.60285 -2.10399 -0.0477 -0.0325 0.0245 0.314
H -4.75660 -3.47391 -3.80195 0.2519 -0.0896 -0.1033 0.346
```
Forces are in eV/Å.

The relative energy (zero: lowest compared OMol25 entry of this formula, charge and spin) is 0.0 kJ/mol. Its total energy is -201351.272 eV. The largest force on an atom is 0.1133 hartree/bohr.